# C5H11Cl9HgO

A structure of composition C5H11Cl9HgO at a distorted geometry (ωB97M-V with the def2-TZVPD basis set, the OMol25 dataset).

- F_max (eV/Å) = 4.32
- Kohn-Sham gap (Eh) = 0.260
- HOMO energy (eV) = -8.439
- E_tot (Ha) = -4567.3823
- energy above the lowest of the compared OMol25 structures with the same formula, charge and spin (eV) = 0.0000

CARTESIAN COORDINATES (ANGSTROEM)
Hg 0.7064 -0.5235 -0.2597
C 1.5596 0.0598 3.1437
O 1.2920 0.1541 1.8132
H 2.0167 0.9642 3.5453
H 0.6375 -0.1543 3.6839
H 2.1742 -0.8229 3.3201
Cl -0.0746 -1.3393 -2.6006
C -3.6795 -0.1674 -0.0419
Cl -4.7494 -1.4145 0.5277
Cl -2.0034 -0.6803 0.3568
H -3.8652 -0.1245 -1.1151
H -3.9358 0.7284 0.5237
C -1.3149 3.6186 -1.3356
Cl -0.6113 2.0560 -0.9578
Cl -2.8719 3.9549 -0.6280
H -0.6230 4.4318 -1.1163
H -1.5583 3.7863 -2.3847
C -0.6655 -4.7117 0.7191
Cl 0.2290 -3.1333 0.9143
Cl -2.1241 -4.3354 -0.3162
H -0.0791 -5.5027 0.2515
H -1.0329 -5.0788 1.6774
C 4.1791 1.5422 -2.0279
Cl 4.7857 3.1871 -1.9465
Cl 2.7504 1.2979 -0.9273
H 3.8425 1.3178 -3.0401
H 5.0157 0.8894 -1.7789

***

# C5H11ClCuInNSe

A structure of composition C5H11ClCuInNSe at a distorted geometry (ωB97M-V with the def2-TZVPD basis set, the OMol25 dataset).

- <S²> = 0.7512
- F_max (eV/Å) = 5.14
- Kohn-Sham gap (alpha / beta) (Eh) = 0.063 / 0.225
- HOMO energy (alpha / beta) (eV) = 2.642 / -1.773
- spin multiplicity = 2
- E_tot (Ha) = -4944.0025
- charge = -2
- energy above the lowest of the compared OMol25 structures with the same formula, charge and spin (eV) = 0.0000

CARTESIAN COORDINATES (ANGSTROEM)
In 0.8010 -0.6573 -1.3846
Cl 1.7875 -2.6519 -0.8671
C 2.1248 1.0661 -1.6468
C -0.7211 -0.9485 -2.9097
H 1.9340 1.4861 -2.6264
H 2.0475 1.8454 -0.8820
H 3.0801 0.5848 -1.6100
H -0.5625 -0.2120 -3.7168
H -1.7638 -0.8772 -2.5337
H -0.4867 -1.9705 -3.2295
Cu -0.3682 0.7562 2.2378
C -1.3960 -0.7497 0.7481
C -1.1049 0.6914 0.5160
H -2.4665 -0.7827 0.5064
H -0.7997 -1.4678 0.1020
H -1.4023 -1.3051 1.7033
H -1.6955 1.0266 -0.3147
H -0.1302 1.2588 0.2502
Se 0.3554 1.0137 6.7692
C 0.4002 0.9890 5.0411
N 0.3668 0.9045 3.8473

***

# C5H11ClN3O2

The ion C5H11ClN3O2 with charge +1 at a distorted geometry (ωB97M-V with the def2-TZVPD basis set, the OMol25 dataset).

- F_max (eV/Å) = 4.21
- SMILES string = CO/[N+](=N\OCCl)N1CCC1
- Kohn-Sham gap (alpha / beta) (Eh) = 0.346 / 0.346
- HOMO energy (alpha / beta) (eV) = -13.656 / -13.656
- E_tot (Ha) = -971.5271
- charge = +1
- energy above the lowest of the compared OMol25 structures with the same formula, charge and spin (eV) = 2.2116

CARTESIAN COORDINATES (ANGSTROEM)
C 2.8006 -0.5844 0.8512
C 1.7388 -1.0439 -0.1884
C 1.8453 0.5552 1.1581
C -2.2854 1.5136 0.6795
C -2.5158 -1.0366 -2.5532
N -0.6289 -0.4056 -1.2825
N 0.8884 -0.0592 0.2117
N -0.2524 0.2402 -0.2719
O -0.8420 1.3957 0.4309
O -1.9774 -0.0970 -1.6542
Cl -3.3307 -2.3753 -1.7317
H 2.9542 -1.1561 1.7343
H 3.7333 -0.3608 0.3796
H 1.9683 -1.0706 -1.2671
H 1.3732 -1.9913 0.1403
H 1.4305 0.7587 2.1351
H 2.3140 1.3611 0.6975
H -2.9061 1.3140 -0.2686
H -2.4580 2.6024 0.8976
H -2.6856 0.8551 1.3824
H -1.8020 -1.4325 -3.2958
H -3.2501 -0.4297 -3.2185

***

# C5H11ClO2Si

A structure of composition C5H11ClO2Si at a distorted geometry (ωB97M-V with the def2-TZVPD basis set, the OMol25 dataset).

- F_max (eV/Å) = 1.87
- Kohn-Sham gap (Eh) = 0.395
- HOMO energy (eV) = -9.929
- E_tot (Ha) = -1097.3728
- energy above the lowest of the compared OMol25 structures with the same formula, charge and spin (eV) = 0.0000

CARTESIAN COORDINATES (ANGSTROEM)
Cl -2.8062 -1.1556 -1.1392
O -0.1212 1.4115 0.7106
O 0.2387 -0.7719 -0.6180
C -1.5894 -0.4225 -2.2012
C -0.9193 1.3106 -0.4544
C -0.4510 0.1863 -1.4100
C 0.0024 -1.1338 2.1849
C 2.5308 0.3360 0.8423
Si 0.7056 -0.0414 0.8141
H -1.2181 -1.1975 -2.8347
H -2.0959 0.3689 -2.7820
H -0.9640 2.2691 -0.9506
H -1.8914 1.0153 -0.0451
H 0.3514 0.6334 -2.0761
H 0.4802 -0.8423 3.1203
H 0.1706 -2.1639 1.9140
H -1.0882 -1.0181 2.2488
H 2.9219 0.8807 0.0079
H 2.6619 0.9331 1.7886
H 3.0812 -0.5979 0.8800

***

# C5H11ClSi

A cluster of 2 separate species, C5H11ClSi in total at a distorted geometry (ωB97M-V with the def2-TZVPD basis set, the OMol25 dataset).

- F_max (eV/Å) = 4.20
- Kohn-Sham gap (alpha / beta) (Eh) = 0.276 / 0.244
- HOMO energy (alpha / beta) (eV) = -7.439 / -6.696
- E_tot (Ha) = -946.7028
- energy above the lowest of the compared OMol25 structures with the same formula, charge and spin (eV) = 2.9756

CARTESIAN COORDINATES (ANGSTROEM)
C 1.3310 1.5152 -1.8999
C 1.3639 1.4108 -0.5164
C -0.8779 -1.4552 2.2604
C -0.8691 -0.9670 -1.0697
C 0.4327 2.0373 0.3052
Si -1.3467 -0.3673 0.7136
Cl -3.3143 0.2047 0.7210
H 2.1672 1.2424 -2.4248
H 0.3020 1.6876 -2.3267
H 2.2879 1.0769 -0.0310
H -0.8594 -0.8623 3.2296
H -1.5898 -2.3004 2.2592
H 0.1984 -1.7521 2.1752
H -1.8051 -1.5977 -1.2635
H -0.4998 -0.2515 -1.7807
H -0.0737 -1.7825 -0.9494
H -0.5722 2.2167 0.0858
H 0.6602 2.2928 1.3095

***

# C5H11FN2

An isolated molecule of C5H11FN2 at a distorted geometry (ωB97M-V with the def2-TZVPD basis set, the OMol25 dataset).

- F_max (eV/Å) = 5.68
- SMILES string = NC[C@@H]1CN[C@@H]1CF
- Kohn-Sham gap (Eh) = 0.366
- HOMO energy (eV) = -8.975
- E_tot (Ha) = -406.3851
- energy above the lowest of the compared OMol25 structures with the same formula, charge and spin (eV) = 2.6733

CARTESIAN COORDINATES (ANGSTROEM)
C -0.9799 -0.6780 1.2332
C -1.0455 0.4738 0.0605
C -0.7718 -0.0342 -1.3896
C 0.3469 1.2071 -0.1260
C 1.6228 0.7053 0.3283
H -0.8451 -2.5545 0.3515
H 0.6182 -1.5774 0.4355
H -0.4175 -0.0376 2.0576
H -1.9753 -1.0953 1.6167
H -1.8464 1.1250 0.1870
H -0.1774 -0.9037 -1.4987
H -1.6542 -0.1285 -1.9855
H 0.9194 0.8912 -1.9954
H 0.3828 2.2312 0.1412
H 2.3864 1.2448 -0.2331
H 1.7029 0.6044 1.4656
N -0.2087 -1.9151 0.9861
N 0.1073 1.1356 -1.5384
F 1.8350 -0.6943 -0.0966

***

# C5H11HgO3

A structure of composition C5H11HgO3 at a distorted geometry (ωB97M-V with the def2-TZVPD basis set, the OMol25 dataset).

- <S²> = 0.7759
- F_max (eV/Å) = 5.36
- Kohn-Sham gap (alpha / beta) (Eh) = 0.262 / 0.239
- HOMO energy (alpha / beta) (eV) = -6.720 / -7.363
- spin multiplicity = 2
- E_tot (Ha) = -576.0050
- energy above the lowest of the compared OMol25 structures with the same formula, charge and spin (eV) = 2.1952

CARTESIAN COORDINATES (ANGSTROEM)
C 1.4374 0.4845 1.0623
O 0.4779 1.0102 0.1205
C -0.0398 0.1365 -0.8491
C -0.7477 -1.0718 -0.2583
O -1.6697 -0.6332 0.7311
C -3.0173 -0.4935 0.3123
H 1.9291 1.3182 1.5878
H 1.6985 -0.5906 1.0555
H 0.7204 -0.2391 -1.5540
H -0.7507 0.7547 -1.4150
H -0.0554 -1.7552 0.2514
H -1.2152 -1.6532 -1.0663
H -3.0958 0.2718 -0.4727
H -3.3750 -1.4663 -0.0541
H -3.6205 -0.2005 1.1781
Hg -0.7056 0.4604 2.2099
O 2.7953 1.8172 -1.5039
C 2.8405 0.9370 -0.5987
H 3.6387 1.0431 0.1732
H 2.7548 -0.1302 -0.9101

***

# C5H11IN

The ion C5H11IN with charge +1 at a distorted geometry (ωB97M-V with the def2-TZVPD basis set, the OMol25 dataset).

- F_max (eV/Å) = 6.18
- Kohn-Sham gap (alpha / beta) (Eh) = 0.261 / 0.261
- HOMO energy (alpha / beta) (eV) = -13.187 / -13.186
- E_tot (Ha) = -549.2124
- charge = +1
- energy above the lowest of the compared OMol25 structures with the same formula, charge and spin (eV) = 2.4495

CARTESIAN COORDINATES (ANGSTROEM)
C 1.2057 -0.2461 0.5383
C 0.0231 0.5791 1.0875
C 0.6781 -1.7055 0.2650
C -1.0126 0.9435 0.0900
C -0.8392 2.0200 -0.7874
N 0.0461 -1.7313 -0.9535
I -2.8568 -0.0766 0.1798
H 1.4010 0.1532 -0.4385
H 2.1010 -0.0252 1.2521
H -0.5125 0.1193 1.9453
H 0.4831 1.4522 1.3811
H 1.5166 -2.4048 0.3532
H -0.0158 -1.8071 1.0680
H -0.0095 1.8947 -1.4460
H -0.5562 2.8843 -0.1687
H -1.6217 2.3570 -1.4383
H 0.5918 -1.7938 -1.8481
H -0.6221 -2.6128 -1.0797

***

# C5H11IN3O

The ion C5H11IN3O with charge +1 at a distorted geometry (ωB97M-V with the def2-TZVPD basis set, the OMol25 dataset).

- F_max (eV/Å) = 6.18
- SMILES string = [NH2+]=C(O)N1CCCCN1I
- Kohn-Sham gap (Eh) = 0.319
- HOMO energy (eV) = -13.211
- E_tot (Ha) = -734.0135
- charge = +1
- energy above the lowest of the compared OMol25 structures with the same formula, charge and spin (eV) = 1.2621

CARTESIAN COORDINATES (ANGSTROEM)
C -0.0739 -1.8641 0.0569
C -1.0192 1.3014 -0.6255
C -0.1526 1.9973 0.4388
C -0.1863 0.2302 -1.2624
C 0.5765 0.9722 1.4078
N 0.3342 -0.6371 -0.2445
N -0.9061 -2.6397 -0.6246
N 1.2698 -0.0996 0.6879
O 0.4840 -2.4837 1.0522
I 3.1350 0.4605 -0.2206
H -1.9284 0.7601 -0.1640
H -1.3482 2.0946 -1.2561
H 0.6286 2.6690 -0.1034
H -0.6326 2.5828 1.1311
H -0.8932 -0.3976 -1.8966
H 0.5479 0.6319 -1.9171
H 1.2503 1.6115 1.9263
H -0.0458 0.4197 2.2659
H -1.3249 -2.1674 -1.5708
H -0.6701 -3.5827 -0.7517
H 0.9551 -1.8593 1.6706

***

# C5H11MgO3

A structure of composition C5H11MgO3 at a distorted geometry (ωB97M-V with the def2-TZVPD basis set, the OMol25 dataset).

- <S²> = 0.7620
- F_max (eV/Å) = 2.80
- Kohn-Sham gap (alpha / beta) (Eh) = 0.238 / 0.186
- HOMO energy (alpha / beta) (eV) = -6.271 / -6.356
- spin multiplicity = 2
- E_tot (Ha) = -622.7206
- energy above the lowest of the compared OMol25 structures with the same formula, charge and spin (eV) = 4.2114

CARTESIAN COORDINATES (ANGSTROEM)
C -0.3945 1.6334 -0.1094
O -0.8586 0.4101 0.5108
C -0.6925 -0.7948 -0.2009
C 0.7619 -1.1107 -0.5011
O 1.4937 -1.0351 0.7148
C 1.9022 -2.2650 1.2900
H -0.3411 2.5494 0.4964
H -0.0204 1.4523 -1.1359
H -1.2522 -0.7671 -1.1494
H -1.1134 -1.5612 0.4645
H 1.2262 -0.3849 -1.1827
H 0.8269 -2.0867 -1.0029
H 1.1260 -2.6055 1.9871
H 2.0576 -3.0251 0.5121
H 2.8448 -2.0935 1.8250
Mg 1.1780 0.7888 1.7430
O -2.8872 2.9559 -0.0706
C -2.0472 2.6232 -0.9755
H -1.4440 3.4271 -1.4618
H -2.3661 1.8894 -1.7534